(1)
The following is a DFT calculation (ωB97M-V/def2-TZVPD) of a cluster of 2 separate species, C4H3Cl2NS in total at a distorted geometry.

Each line ends with the Mulliken charge.
Cartesian coordinates (Å):
1 C 1.117 -0.783 -0.176  0.175
2 C 0.046 0.336 -0.003  -0.032
3 C -1.197 -0.181 0.829  -0.404
4 C -0.437 1.211 -1.209  0.146
5 H 1.198 -1.417 0.838  0.303
6 H 0.421 1.089 0.734  0.298
7 H -1.171 -0.182 2.294  0.307
8 N -0.965 2.289 -1.693  -0.427
9 S -2.593 -0.888 -0.203  -0.115
10 Cl 0.899 -1.696 -1.488  -0.062
11 Cl 2.681 0.222 0.077  -0.190

Atomic forces in eV per Å
C 0.7 2.4 5.8
C -1.9 1.3 1.7
C -3.7 -2.4 -1.0
C -3.9 8.2 -2.0
H -0.6 1.3 -2.4
H 0.3 -0.5 -1.0
H 0.0 0.0 -5.0
N 4.8 -9.7 3.9
S 4.5 2.3 4.0
Cl 0.1 -1.9 -3.0
Cl 0.0 -0.8 -0.9

Output
Relative energy (zero: lowest compared OMol25 entry of this formula, charge and spin) (kcal/mol): 111.2
Orbital gap (eV): 7.6
HOMO (eV): -9.51
LUMO (eV): -1.87
Strongest force on any atom (eV/Å): 11.5


(2)
The following is a DFT calculation (ωB97M-V/def2-TZVPD) of a structure of composition C3H2LuO2 at a distorted geometry.

Each line ends with the Mulliken charge.
Cartesian coordinates (Å):
1 O -0.321 -0.731 1.144  -0.405
2 C 0.382 0.324 0.823  0.103
3 C 0.256 -0.624 -1.194  -0.190
4 O 0.935 1.178 1.494  -0.482
5 C -0.154 0.536 -0.550  0.647
6 Lu -2.103 1.134 1.748  1.657
7 H -0.312 -1.098 -2.000  0.334
8 H 1.316 -0.719 -1.464  0.334

Atomic forces in eV per Å
O -1.7 1.2 1.4
C -0.8 2.3 1.1
C -0.1 2.7 -2.9
O -0.8 -1.4 -0.2
C 1.7 -2.6 -0.2
Lu 2.1 -1.4 -0.5
H -0.7 -1.2 1.0
H 0.3 0.3 0.3

Output
Relative energy (zero: lowest compared OMol25 entry of this formula, charge and spin) (kcal/mol): 95.2
Total charge: +2
Orbital gap (alpha / beta) (eV): 5.6 / 7.4
Expectation value of S²: 0.838
HOMO (alpha / beta) (eV): -17.88 / -19.58
LUMO (alpha / beta) (eV): -12.32 / -12.20
Strongest force on any atom (eV/Å): 3.9
Multiplicity: 2


(3)
The following is a DFT calculation (ωB97M-V/def2-TZVPD) of a structure of composition C16H54AsF6N4O9 at a distorted geometry.

Each line ends with the Mulliken charge.
Cartesian coordinates (Å):
1 As 1.524 -0.293 -1.098  2.291
2 F 3.015 -0.687 -0.111  -0.662
3 F 2.656 0.620 -2.154  -0.552
4 F 0.139 0.211 -2.148  -0.410
5 F 0.546 -1.357 0.038  -0.447
6 F 1.184 1.114 -0.214  -0.438
7 F 1.862 -1.731 -2.192  -0.541
8 O 4.050 1.695 0.023  -0.659
9 H 4.469 1.794 -0.832  0.272
10 H 3.818 0.767 0.070  0.385
11 O -1.049 -0.238 -4.439  -0.651
12 H -1.985 -0.054 -4.371  0.279
13 H -0.764 -0.374 -3.535  0.336
14 O 3.484 -3.580 0.316  -0.640
15 H 3.416 -2.670 0.026  0.296
16 H 3.186 -3.565 1.225  0.300
17 O 1.846 1.841 -4.405  -0.781
18 H 1.489 2.700 -4.181  0.484
19 H 1.623 1.286 -3.657  0.216
20 O 3.278 -4.361 -4.128  -0.643
21 H 3.327 -3.405 -4.114  0.315
22 H 3.687 -4.634 -3.306  0.313
23 C -0.868 -3.886 -1.036  -1.656
24 C 0.458 -4.582 -0.743  1.350
25 C 0.477 -5.969 -0.058  -0.934
26 O -0.140 -5.885 1.254  -0.312
27 C -1.410 -6.519 1.361  -0.758
28 N 1.112 -4.700 -2.017  -0.777
29 H -0.821 -3.048 -1.731  0.378
30 H -1.280 -3.561 -0.080  0.301
31 H -1.621 -4.618 -1.331  0.370
32 H 1.034 -3.817 -0.221  -0.143
33 H 1.521 -6.170 0.181  0.346
34 H -0.014 -6.636 -0.767  0.427
35 H -2.195 -6.236 0.660  0.276
36 H -1.846 -6.175 2.299  0.284
37 H -1.321 -7.591 1.185  0.329
38 H 2.035 -4.889 -1.655  0.260
39 H 1.048 -3.776 -2.420  0.251
40 C 1.882 1.817 6.596  -1.294
41 C 2.720 0.775 5.739  0.294
42 C 2.203 0.636 4.234  -0.660
43 O 0.863 0.023 4.328  -0.417
44 C 0.372 -0.502 3.111  -0.550
45 N 4.089 1.221 5.615  -0.750
46 H 2.210 1.948 7.627  0.345
47 H 0.812 1.624 6.520  0.302
48 H 2.129 2.745 6.079  0.297
49 H 2.648 -0.229 6.159  0.337
50 H 2.912 0.088 3.613  0.352
51 H 2.024 1.569 3.699  0.335
52 H -0.703 -0.648 3.213  0.322
53 H 1.005 -1.306 2.734  0.300
54 H 0.361 0.264 2.336  0.121
55 H 4.518 0.382 5.251  0.315
56 H 4.182 1.879 4.855  0.324
57 C -5.497 -1.089 -0.046  -1.438
58 C -4.370 -0.811 0.930  0.763
59 C -3.974 0.662 1.029  -0.716
60 O -3.252 1.043 -0.185  -0.359
61 C -2.163 1.892 0.038  -0.361
62 N -4.824 -1.335 2.193  -0.679
63 H -5.874 -2.110 0.021  0.489
64 H -5.127 -0.920 -1.058  0.324
65 H -6.267 -0.346 0.159  0.303
66 H -3.492 -1.425 0.728  -0.034
67 H -3.316 0.846 1.879  0.424
68 H -4.913 1.214 1.018  0.218
69 H -1.359 1.270 0.432  0.069
70 H -2.481 2.681 0.718  0.420
71 H -1.947 2.336 -0.934  0.013
72 H -5.485 -2.048 1.921  0.241
73 H -5.292 -0.623 2.736  0.247
74 C 1.295 4.476 -2.082  -1.517
75 C 0.002 4.125 -2.854  1.076
76 C -1.253 4.956 -2.578  -1.088
77 O -0.959 6.226 -3.104  -0.346
78 C -1.534 7.286 -2.275  -0.805
79 N 0.472 4.115 -4.153  -0.654
80 H 1.530 5.538 -2.009  0.360
81 H 2.240 4.023 -2.380  0.408
82 H 1.229 4.167 -1.039  0.379
83 H -0.236 3.078 -2.671  -0.214
84 H -1.588 5.038 -1.544  0.581
85 H -2.101 4.495 -3.085  0.474
86 H -0.945 7.502 -1.384  0.321
87 H -2.576 7.082 -2.027  0.327
88 H -1.536 8.221 -2.835  0.266
89 H -0.410 4.070 -4.645  0.243
90 H 0.806 5.054 -4.316  0.238

Atomic forces in eV per Å
As 0.7 -1.6 -1.7
F -1.6 -0.4 -0.5
F -1.2 -1.0 1.0
F 1.2 -0.9 1.2
F 1.3 1.6 -1.8
F 0.0 0.0 0.7
F -0.7 1.6 1.6
O 0.6 0.8 0.5
H -0.1 0.0 -0.2
H 0.0 -0.2 0.0
O -0.3 -0.1 -0.6
H -0.2 0.0 0.0
H 0.3 0.0 0.3
O 0.3 -0.5 -0.1
H -0.1 0.5 -0.2
H -0.1 0.0 0.2
O 0.5 -0.7 -0.4
H -0.3 0.6 -0.3
H 0.1 -0.2 0.0
O 0.1 -0.2 -0.4
H -0.1 0.3 0.0
H 0.0 0.0 0.2
C -1.1 -1.3 1.7
C -0.8 1.4 -0.3
C -0.6 2.3 0.8
O -0.7 -0.5 -0.9
C 0.1 0.5 -0.2
N 0.3 -1.3 0.0
H 0.2 -0.2 0.1
H 0.0 0.6 0.1
H 0.0 -0.1 -0.7
H 0.0 -0.4 1.0
H 0.0 -0.5 -0.5
H 0.1 -0.5 0.3
H 0.3 0.7 -0.7
H 0.3 -0.7 0.4
H 0.1 -0.3 0.7
H 0.9 0.3 -1.2
H 0.7 -0.1 -0.3
C 0.9 -0.6 -1.7
C -1.9 1.2 -1.3
C -2.6 -0.4 1.7
O 1.3 0.0 0.1
C 0.1 1.4 -0.3
N 0.8 -0.8 0.6
H 0.1 -0.5 -0.1
H 0.1 0.0 0.1
H -0.4 0.4 0.1
H 0.3 0.1 0.1
H 0.0 -0.6 0.2
H 0.4 0.6 0.3
H 0.2 -1.0 0.3
H -0.5 -0.4 0.1
H 0.5 0.3 -0.3
H 0.9 0.0 0.0
H -0.2 0.4 -0.1
C 0.9 1.0 -1.1
C 0.4 -0.7 0.0
C 0.7 -0.5 -2.0
O -1.7 -1.0 0.6
C -0.4 -0.2 0.0
N 0.0 0.0 1.3
H 0.0 0.1 0.1
H -0.2 0.0 -0.2
H -0.4 -0.2 -0.1
H 0.2 0.3 -0.7
H -0.3 0.0 0.3
H 0.0 0.5 0.6
H 0.5 0.6 0.0
H 0.4 0.3 0.2
H 0.5 -0.1 0.1
H -0.2 -0.1 0.8
H -0.3 -0.1 0.1
C -0.3 0.3 2.4
C 1.5 -1.3 3.6
C 0.9 -0.1 -0.2
O -1.1 2.1 1.0
C 0.4 -0.2 -1.2
N -1.3 1.4 -2.9
H -0.4 0.3 -0.4
H -0.5 -0.5 -0.8
H -0.2 0.0 0.2
H -0.2 -0.2 0.7
H 0.6 -0.2 0.3
H -0.2 0.0 -0.5
H 0.1 -0.5 0.2
H 0.0 -0.2 0.1
H 0.1 -0.2 -0.4
H 0.1 -0.3 -1.5
H 0.3 0.3 -0.5

Output
Relative energy (zero: lowest compared OMol25 entry of this formula, charge and spin) (kcal/mol): 91.1
Total charge: -1
Orbital gap (eV): 8.6
HOMO (eV): -6.32
LUMO (eV): 2.31
Strongest force on any atom (eV/Å): 4.1


(4)
The following is a DFT calculation (ωB97M-V/def2-TZVPD) of the molecule C4H7NS2 at a distorted geometry.

Each line ends with the Mulliken charge.
Cartesian coordinates (Å):
1 C 1.807 -1.537 -0.105  -0.103
2 C 2.922 -0.651 -0.241  -0.201
3 C -2.198 1.321 -0.311  -0.941
4 C -1.612 0.131 0.374  -0.467
5 N 0.648 -1.080 0.284  -0.287
6 S 2.835 0.848 0.518  -0.295
7 S 0.313 0.339 0.805  0.116
8 H 1.846 -2.598 -0.316  0.370
9 H 3.920 -0.935 -0.622  0.300
10 H -1.898 2.236 0.326  0.224
11 H -1.662 1.440 -1.264  0.301
12 H -3.275 1.211 -0.378  0.327
13 H -1.456 -0.731 -0.299  0.301
14 H -2.189 0.008 1.230  0.354

Atomic forces in eV per Å
C 0.6 0.7 0.2
C 0.6 0.6 1.7
C 2.0 1.7 0.5
C 2.4 -0.3 -1.2
N 0.7 -2.5 -0.9
S 0.7 -1.1 -0.9
S -3.0 2.4 0.3
H 0.1 0.1 -0.4
H -1.0 -0.1 -0.4
H -0.9 -1.1 -1.0
H -0.7 0.2 0.0
H -0.1 0.3 -0.3
H -0.8 0.2 0.7
H -0.6 -1.1 1.8

Output
Relative energy (zero: lowest compared OMol25 entry of this formula, charge and spin) (kcal/mol): 53.4
Orbital gap (eV): 6.9
HOMO (eV): -7.85
LUMO (eV): -0.90
Strongest force on any atom (eV/Å): 3.9


(5)
The following is a DFT calculation (ωB97M-V/def2-TZVPD) of a structure of composition C3H5CsMgO3 at a distorted geometry.

Each line ends with the Mulliken charge.
Cartesian coordinates (Å):
1 O -1.061 0.616 -0.075  -0.256
2 C -1.096 1.300 1.086  0.281
3 C -0.813 -0.802 0.037  -0.497
4 O -1.504 2.446 1.070  -0.532
5 O 1.327 0.030 -0.409  -0.689
6 C 0.501 -1.077 -0.673  -0.345
7 H -1.684 -1.359 -0.326  0.272
8 H -0.606 -1.079 1.081  0.307
9 H 0.294 -1.399 -1.708  0.233
10 H 0.916 -2.006 -0.240  0.255
11 H -0.904 0.772 2.040  0.306
12 Cs 1.286 2.695 -1.811  0.740
13 Mg 3.343 -0.138 -0.072  -0.075

Atomic forces in eV per Å
O -0.6 -0.4 1.3
C -1.7 1.2 -0.9
C 0.6 -0.1 0.5
O 1.0 -0.8 0.2
O 0.6 -0.7 -0.9
C 0.3 -0.1 0.4
H 0.1 0.2 0.0
H -0.5 0.3 0.0
H 0.3 0.8 -0.3
H -0.1 0.1 0.1
H 0.3 -0.2 -0.6
Cs -0.1 -0.5 0.4
Mg -0.4 0.2 -0.1

Output
Orbital gap (eV): 4.4
HOMO (eV): -5.07
LUMO (eV): -0.63
Strongest force on any atom (eV/Å): 2.3


(6)
The following is a DFT calculation (ωB97M-V/def2-TZVPD) of a cluster of 2 separate species, C5H14NO in total at a distorted geometry.

Each line ends with the Mulliken charge.
Cartesian coordinates (Å):
1 C -0.945 0.198 -1.408  -0.595
2 C -0.838 -1.155 -0.669  -0.754
3 C 0.096 -1.126 0.524  0.838
4 C 1.284 -1.738 0.565  -0.848
5 C -0.567 -0.621 1.794  -1.335
6 N 0.496 0.749 -1.548  -0.191
7 H -1.293 0.136 -2.437  0.384
8 H -1.455 0.972 -0.829  0.335
9 H -0.389 -1.888 -1.359  0.360
10 H -1.821 -1.495 -0.350  0.390
11 H 2.061 -1.700 -0.195  0.221
12 H 1.536 -2.244 1.495  0.299
13 H 0.086 -0.760 2.658  0.404
14 H -0.740 0.447 1.725  0.220
15 H -1.522 -1.105 2.005  0.346
16 H 0.646 1.364 -0.730  0.284
17 H 1.105 -0.055 -1.677  0.280
18 H 0.700 1.401 -2.310  0.412
19 H 0.698 3.446 0.428  0.295
20 H 0.327 2.645 1.631  0.310
21 O 0.538 2.529 0.686  -0.654

Atomic forces in eV per Å
C 0.7 0.4 -0.2
C 1.5 1.0 -1.2
C -1.1 -0.4 0.9
C 0.1 0.4 0.5
C 0.3 -1.0 0.3
N -0.7 0.5 -0.1
H -0.5 -0.1 0.3
H -0.2 -0.3 -0.3
H -0.6 0.2 0.0
H 0.0 0.0 -0.1
H -0.6 -1.0 -0.5
H 0.7 0.9 0.2
H 0.0 -0.1 -0.1
H -0.1 0.3 -0.2
H -0.1 0.0 -0.1
H 0.6 -0.8 0.6
H 0.5 0.2 0.6
H -0.7 -0.4 -0.4
H 0.1 0.0 -0.2
H 0.1 -0.5 -0.4
O -0.1 0.6 0.4

Output
Relative energy (zero: lowest compared OMol25 entry of this formula, charge and spin) (kcal/mol): 42.4
Total charge: +1
Orbital gap (eV): 9.4
HOMO (eV): -12.70
LUMO (eV): -3.25
Strongest force on any atom (eV/Å): 2.2


no.,total energy (eV)
1,-41560.710
2,-40831.137
3,-119001.030
4,-27419.529
5,-15325.974
6,-8942.170